# C5H15N2O3

A cluster of 3 separate species, C5H15N2O3 in total in a non-equilibrium geometry (ωB97M-V/def2-TZVPD, OMol25).

CARTESIAN COORDINATES (ANGSTROEM)
O 0.73 1.10 -2.55
C 0.41 0.28 -1.73
C 0.24 0.68 -0.27
C -1.27 0.67 0.15
C -1.90 -0.64 -0.14
C -2.47 -0.96 -1.31
N -1.77 -1.59 0.89
N 0.88 2.05 -0.17
H 0.24 -0.78 -1.97
H 0.79 0.04 0.42
H -1.25 0.95 1.20
H -1.72 1.46 -0.46
H -2.63 -0.31 -2.15
H -2.78 -1.98 -1.45
H -2.05 -2.54 0.75
H -2.00 -1.29 1.82
H 0.50 2.63 0.58
H 0.89 2.52 -1.08
H 1.85 1.78 0.14
H 0.36 -1.83 1.29
H 1.68 -2.51 1.67
O 1.33 -1.69 1.29
H 2.96 0.21 1.58
H 3.89 0.77 0.50
O 3.10 0.97 1.00

Calculated values
- Total charge: +1
- Relative energy (zero: lowest compared OMol25 entry of this formula, charge and spin): 123.0 kJ/mol
- Largest force on an atom: 2.017 eV Å⁻¹
- Molecular weight: 151.186 g/mol
- DFT total energy: -534.4988 hartree

# C4H23NO7

A cluster of 7 separate species, C4H23NO7 in total in a non-equilibrium geometry (ωB97M-V/def2-TZVPD, OMol25).

CARTESIAN COORDINATES (ANGSTROEM)
C 0.22 3.07 1.79
N 0.38 1.84 2.64
C 0.81 0.35 0.64
C 0.02 0.60 1.95
C -1.49 0.55 1.68
O -1.84 -0.83 1.74
H 0.53 3.95 2.44
H -0.81 3.17 1.48
H 0.88 3.11 0.84
H 1.37 1.80 3.07
H 0.39 -0.52 0.12
H 1.88 0.08 0.84
H 0.76 1.20 -0.05
H 0.21 -0.24 2.69
H -2.07 1.15 2.48
H -1.77 0.92 0.67
H -2.83 -0.97 1.82
H -1.44 -1.82 0.37
H -0.33 -2.71 -0.11
O -1.22 -2.43 -0.32
H -1.45 -1.62 -1.85
H -1.69 -0.17 -2.21
O -1.48 -1.02 -2.59
H -1.45 2.10 -2.37
H -0.59 1.48 -1.23
O -1.47 1.48 -1.61
H 1.89 -0.97 -2.14
H 3.40 -1.17 -1.62
O 2.49 -1.01 -1.32
H 0.03 -0.97 -3.21
H 1.01 -1.71 -4.08
O 0.98 -0.96 -3.52
H 1.82 -2.32 -0.36
H 1.49 -2.52 1.08
O 1.37 -2.87 0.25

Calculated values
- Total charge: 0
- Relative energy (zero: lowest compared OMol25 entry of this formula, charge and spin): 88.6 kJ/mol
- Largest force on an atom: 3.295 eV Å⁻¹
- Molecular weight: 197.228 g/mol
- DFT total energy: -747.6217 hartree
- SMILES string: CN[C@H](C)CO.O.O.O.O.O.O

# C4H7NO2

A structure of composition C4H7NO2 (ωB97M-V/def2-TZVPD, OMol25).

CARTESIAN COORDINATES (ANGSTROEM)
C -1.57 -1.21 0.18
N -0.72 -0.06 0.02
C -0.82 1.08 0.59
O 0.12 1.88 0.22
C 0.73 0.67 -0.84
O 0.58 0.88 -2.00
C 1.93 0.09 -0.14
H -2.40 -0.99 0.85
H -1.97 -1.52 -0.79
H -1.00 -2.05 0.59
H -1.58 1.39 1.32
H 2.79 0.75 -0.32
H 2.13 -0.88 -0.60
H 1.78 -0.02 0.93

Calculated values
- Total charge: 0
- Relative energy (zero: lowest compared OMol25 entry of this formula, charge and spin): 198.0 kJ/mol
- Largest force on an atom: 0.625 eV Å⁻¹
- Molecular weight: 101.105 g/mol
- DFT total energy: -361.8055 hartree

# C4HClNO3S

The ion C4HClNO3S with charge -1 in a non-equilibrium geometry (ωB97M-V/def2-TZVPD, OMol25).

CARTESIAN COORDINATES (ANGSTROEM)
C -0.52 -0.03 -0.10
C -0.35 1.18 0.41
C 1.46 0.48 -1.13
C -1.27 -1.15 0.96
N 0.53 -0.42 -0.93
O -2.47 -1.08 1.07
O 2.45 0.34 -1.81
O -0.32 -1.75 1.43
S 1.23 1.91 -0.06
Cl -1.40 1.96 1.48
H 0.67 -1.42 -1.33

Calculated values
- Total charge: -1
- Relative energy (zero: lowest compared OMol25 entry of this formula, charge and spin): 0.0 kJ/mol
- Largest force on an atom: 3.878 eV Å⁻¹
- Molecular weight: 178.576 g/mol
- DFT total energy: -1291.9616 hartree
- SMILES string: O=C([O-])c1[nH]c(=O)sc1Cl

# C43H45I2LuNO2PSi

A structure of composition C43H45I2LuNO2PSi in a non-equilibrium geometry (ωB97M-V/def2-TZVPD, OMol25).

CARTESIAN COORDINATES (ANGSTROEM)
Lu -18.74 3.50 2.47
C -16.51 1.43 6.11
C -17.95 1.52 5.58
C -18.75 0.39 5.62
C -20.08 0.42 5.13
C -20.65 1.62 4.81
C -19.84 2.80 4.82
C -18.52 2.75 5.19
H -15.96 2.37 6.17
H -15.89 0.70 5.50
H -16.48 1.04 7.15
H -18.33 -0.51 6.09
H -20.69 -0.47 5.19
H -21.68 1.74 4.45
H -20.31 3.80 4.56
H -17.90 3.64 5.35
I -15.70 3.57 2.23
C -15.84 1.48 1.73
I -17.91 0.54 1.74
H -15.33 0.92 2.54
H -15.45 1.31 0.71
O -20.74 2.48 2.28
N -20.11 2.91 0.89
C -20.88 2.56 -0.07
C -20.44 2.55 -1.41
C -20.97 1.59 -2.29
C -20.55 1.43 -3.61
C -19.51 2.31 -4.03
C -18.96 3.30 -3.15
C -19.36 3.38 -1.79
P -18.65 4.59 -0.71
C -19.23 5.99 -1.71
C -20.61 6.28 -1.75
C -21.08 7.36 -2.49
C -20.21 8.23 -3.12
C -18.87 7.88 -3.20
C -18.39 6.75 -2.50
C -16.90 4.45 -1.13
C -16.33 3.23 -1.57
C -14.94 3.17 -1.70
C -14.12 4.32 -1.46
C -14.71 5.54 -1.13
C -16.09 5.57 -0.94
H -20.90 1.50 2.13
H -21.90 2.16 0.12
H -21.77 0.98 -1.85
H -21.01 0.78 -4.34
H -19.20 2.30 -5.06
H -18.21 3.99 -3.54
H -21.29 5.66 -1.15
H -22.18 7.56 -2.38
H -20.65 9.11 -3.64
H -18.16 8.52 -3.74
H -17.33 6.56 -2.55
H -16.94 2.39 -1.93
H -14.50 2.21 -1.91
H -13.01 4.23 -1.59
H -14.18 6.49 -1.09
H -16.56 6.47 -0.60
C -20.23 8.17 1.56
C -19.38 8.23 2.87
C -19.77 9.51 3.58
C -17.90 8.25 2.47
Si -19.71 6.69 3.98
O -19.33 5.32 3.21
C -18.94 6.63 5.74
C -19.60 6.40 6.93
C -18.96 6.32 8.20
C -17.60 6.71 8.27
C -16.90 6.82 7.03
C -17.53 6.76 5.80
C -21.56 6.99 4.44
C -22.03 7.82 5.44
C -23.39 8.18 5.53
C -24.28 7.75 4.54
C -23.81 6.88 3.52
C -22.50 6.48 3.50
H -19.86 8.95 0.85
H -21.29 8.36 1.72
H -20.18 7.20 1.05
H -19.51 10.39 2.96
H -19.25 9.50 4.54
H -20.88 9.51 3.73
H -17.68 8.99 1.68
H -17.65 7.23 2.01
H -17.29 8.42 3.41
H -20.69 6.23 6.97
H -19.56 6.15 9.10
H -17.04 6.89 9.22
H -15.81 7.02 7.00
H -16.93 6.97 4.89
H -21.32 8.20 6.16
H -23.71 8.77 6.39
H -25.27 8.21 4.40
H -24.50 6.53 2.75
H -22.15 5.83 2.70

Calculated values
- Total charge: +2
- Relative energy (zero: lowest compared OMol25 entry of this formula, charge and spin): 136.8 kJ/mol
- Largest force on an atom: 3.414 eV Å⁻¹
- Molecular weight: 1095.673 g/mol
- DFT total energy: -4332.0686 hartree

# C4H11N5

A cluster of 2 separate species, C4H11N5 in total in a non-equilibrium geometry (ωB97M-V/def2-TZVPD, OMol25).

CARTESIAN COORDINATES (ANGSTROEM)
C -0.56 -1.71 2.27
C -0.24 -1.31 -0.89
N -0.03 0.88 -0.83
C 0.85 1.02 0.31
C 0.06 -0.98 1.12
N 0.46 1.41 -2.06
N -1.35 1.27 -0.52
N 0.55 0.18 1.35
N 1.89 1.74 0.14
H 1.12 0.74 -2.44
H 1.02 2.23 -1.82
H -1.38 2.29 -0.41
H -1.92 1.03 -1.33
H 2.50 1.67 0.96
H -0.10 -2.70 2.37
H -0.46 -1.17 3.22
H 0.80 -1.53 -1.09
H -0.83 -2.18 -0.62
H -0.76 -1.02 -1.81
H -1.62 -1.87 2.06

Calculated values
- Total charge: 0
- Relative energy (zero: lowest compared OMol25 entry of this formula, charge and spin): 494.6 kJ/mol
- Largest force on an atom: 4.020 eV Å⁻¹
- Molecular weight: 129.167 g/mol
- DFT total energy: -432.5919 hartree

# C27H17AuF9N5O3S

A structure of composition C27H17AuF9N5O3S in a non-equilibrium geometry (ωB97M-V/def2-TZVPD, OMol25).

CARTESIAN COORDINATES (ANGSTROEM)
Au -2.43 -0.87 -2.79
C 8.06 -0.44 6.08
O 6.69 -0.50 6.44
C 5.78 -0.49 5.45
C 6.09 -0.43 4.09
C 5.08 -0.44 3.15
C 3.74 -0.50 3.55
C 3.44 -0.55 4.92
C 4.44 -0.55 5.85
C 2.72 -0.51 2.53
N 2.97 -0.50 1.22
C 1.76 -0.55 0.62
C 0.73 -0.60 1.59
N 1.37 -0.57 2.79
C -0.63 -0.74 1.26
C -1.68 -0.85 2.18
C -2.97 -1.05 1.70
C -3.17 -1.20 0.33
N -2.18 -1.10 -0.56
C -0.92 -0.82 -0.14
C 0.09 -0.64 -1.13
N -0.27 -0.57 -2.44
C 0.67 -0.48 -3.38
C 2.02 -0.42 -3.10
C 2.43 -0.43 -1.77
C 1.47 -0.54 -0.78
H 8.61 -0.45 7.02
H 8.29 0.48 5.54
H 8.36 -1.30 5.48
H 7.12 -0.39 3.75
H 5.30 -0.40 2.10
H 2.41 -0.60 5.26
H 4.22 -0.59 6.91
H 0.93 -0.58 3.70
H -1.48 -0.78 3.24
H -3.81 -1.13 2.37
H -4.15 -1.43 -0.06
H 0.32 -0.46 -4.40
H 2.73 -0.34 -3.91
H 3.47 -0.35 -1.48
C -3.67 -0.37 -5.52
C -2.41 -0.91 -4.96
O -1.43 -1.28 -5.49
H -3.68 -0.50 -6.60
H -3.69 0.69 -5.25
H -4.52 -0.84 -5.04
S -5.10 -3.95 -1.26
C -4.58 -2.81 -2.25
N -4.19 -1.97 -2.99
F -1.88 3.64 -1.62
C -2.95 2.87 -1.32
F -3.78 3.62 -0.57
F -2.49 1.88 -0.52
C -3.59 2.28 -2.61
O -2.77 1.41 -3.22
C -3.85 3.46 -3.61
F -4.56 3.03 -4.67
F -2.69 3.93 -4.09
F -4.51 4.50 -3.08
C -4.98 1.66 -2.22
F -4.84 0.79 -1.20
F -5.51 0.98 -3.25
F -5.90 2.56 -1.83

Calculated values
- Total charge: 0
- Relative energy (zero: lowest compared OMol25 entry of this formula, charge and spin): 173.7 kJ/mol
- Largest force on an atom: 1.511 eV Å⁻¹
- Molecular weight: 859.481 g/mol
- DFT total energy: -2971.2304 hartree
- Multiplicity: 3

# C15H34AlNO9

A structure of composition C15H34AlNO9 (ωB97M-V/def2-TZVPD, OMol25).

CARTESIAN COORDINATES (ANGSTROEM)
N -4.68 10.23 1.00
C -5.14 9.04 0.86
C -4.58 7.84 1.48
Al -2.66 7.36 0.88
O -2.44 5.65 1.51
C -2.57 7.31 -1.18
O -3.24 6.37 -1.75
O -1.89 8.17 -1.80
H -5.24 10.87 0.45
H -6.03 8.89 0.23
H -4.64 7.92 2.57
H -5.18 6.98 1.16
H -1.54 8.33 1.57
H -1.55 5.42 1.23
C 1.18 -1.52 1.10
O 0.13 -0.69 1.52
C 0.58 0.40 2.31
C -0.40 1.55 2.28
O -0.34 2.33 1.11
C -0.98 1.85 -0.06
C -2.48 1.94 -0.03
O -3.05 0.89 0.76
C -4.32 1.25 1.24
H 1.69 -1.99 1.95
H 0.75 -2.30 0.47
H 1.91 -0.96 0.50
H 1.55 0.75 1.94
H 0.70 0.06 3.34
H -0.11 2.23 3.08
H -1.41 1.20 2.48
H -0.66 0.82 -0.28
H -0.63 2.50 -0.86
H -2.86 1.85 -1.06
H -2.78 2.92 0.36
H -4.28 2.16 1.84
H -4.68 0.43 1.86
H -5.03 1.41 0.42
C 5.56 -8.09 -1.40
O 4.53 -7.21 -1.04
C 4.99 -6.12 -0.25
C 4.04 -4.94 -0.34
O 4.17 -4.19 -1.54
C 3.56 -4.71 -2.70
C 2.06 -4.50 -2.76
O 1.38 -5.43 -1.93
C 0.10 -4.97 -1.55
H 6.02 -8.55 -0.51
H 5.13 -8.87 -2.02
H 6.34 -7.57 -1.97
H 5.98 -5.80 -0.59
H 5.06 -6.44 0.80
H 4.32 -4.25 0.45
H 3.01 -5.25 -0.17
H 3.80 -5.77 -2.85
H 3.99 -4.15 -3.53
H 1.72 -4.63 -3.79
H 1.84 -3.47 -2.44
H 0.16 -4.02 -1.01
H -0.34 -5.73 -0.90
H -0.55 -4.84 -2.43

Calculated values
- Total charge: -2
- Largest force on an atom: 0.716 eV Å⁻¹
- Molecular weight: 399.417 g/mol
- DFT total energy: -1566.1716 hartree

# C9H9NO5

The ion C9H9NO5 with charge -2 in a non-equilibrium geometry (ωB97M-V/def2-TZVPD, OMol25).

CARTESIAN COORDINATES (ANGSTROEM)
C 0.73 -0.88 -0.04
C -0.09 -1.56 -0.85
C 2.12 -1.40 0.00
C -1.93 1.23 1.40
C -1.41 -0.95 -1.34
C 1.23 1.69 0.13
C 1.12 1.14 1.48
C -1.51 0.49 -0.92
C 0.31 0.43 0.45
N -1.07 0.67 0.40
O 3.17 -0.79 0.18
O -1.68 0.96 2.58
O 2.27 -2.70 -0.29
O -2.97 1.78 0.97
O 0.08 -2.84 -1.14
H -1.47 -0.88 -2.45
H -2.17 -1.64 -1.04
H 0.59 2.54 -0.09
H 2.13 1.54 -0.43
H 1.89 0.49 1.90
H 0.70 1.77 2.23
H -0.86 1.15 -1.45
H -2.50 0.79 -0.97
H 1.32 -3.04 -0.71

Calculated values
- Total charge: -2
- Relative energy (zero: lowest compared OMol25 entry of this formula, charge and spin): 0.0 kJ/mol
- Largest force on an atom: 3.298 eV Å⁻¹
- Molecular weight: 211.173 g/mol
- DFT total energy: -779.3204 hartree
- SMILES string: O=C(O)C1=C([O-])CCN(C(=O)[O-])C12CC2

# C27H44I2N4O2S

A cluster of 3 separate species, C27H44I2N4O2S in total in a non-equilibrium geometry (ωB97M-V/def2-TZVPD, OMol25).

CARTESIAN COORDINATES (ANGSTROEM)
C 4.68 -5.26 2.69
C 5.98 -5.39 1.76
I 7.59 -6.22 3.04
C 6.42 -4.03 1.02
I 5.60 -3.78 -0.98
C 6.15 -2.81 2.02
C 7.29 -2.50 3.05
C 7.22 -1.38 4.15
C 5.94 -0.52 4.23
C 4.79 -0.82 3.20
N 3.49 -0.18 3.07
S 2.58 -0.88 1.81
N 3.67 -2.09 1.28
C 4.84 -1.94 2.10
H 4.45 -6.33 3.09
H 3.80 -4.85 2.08
H 4.83 -4.61 3.63
H 5.78 -6.18 0.96
H 7.57 -4.09 0.90
H 8.24 -3.15 3.02
H 8.11 -1.27 4.88
H 5.84 0.29 5.03
C 1.09 1.77 -0.58
C 0.85 1.20 -1.99
C 1.91 1.74 -2.98
C 1.66 3.18 -3.41
C 0.24 3.33 -3.96
C -0.84 2.84 -2.98
N -0.55 1.48 -2.43
O -0.86 0.56 -3.40
C -0.99 3.87 -1.84
C -2.22 2.91 -3.70
C 1.14 -0.32 -1.80
H 0.51 1.22 0.17
H 2.14 1.68 -0.30
H 0.84 2.82 -0.46
H 1.93 1.12 -3.88
H 2.91 1.67 -2.54
H 1.82 3.86 -2.56
H 2.38 3.47 -4.17
H 0.07 4.38 -4.22
H 0.18 2.77 -4.90
H -1.57 3.46 -1.00
H -1.51 4.77 -2.18
H -0.04 4.24 -1.45
H -2.24 2.32 -4.63
H -2.45 3.94 -4.00
H -3.02 2.56 -3.05
H 0.40 -0.79 -1.15
H 2.12 -0.47 -1.34
H 1.16 -0.87 -2.75
C -4.02 0.62 2.66
C -4.99 0.96 1.50
C -6.13 -0.08 1.42
C -5.70 -1.40 0.81
C -5.06 -1.17 -0.56
C -3.89 -0.17 -0.51
N -4.23 1.10 0.22
O -4.98 1.86 -0.62
C -2.67 -0.86 0.15
C -3.41 0.10 -1.96
C -5.62 2.30 1.98
H -3.36 1.46 2.88
H -4.58 0.40 3.57
H -3.39 -0.25 2.48
H -6.96 0.33 0.83
H -6.54 -0.26 2.42
H -5.01 -1.93 1.48
H -6.58 -2.05 0.70
H -4.73 -2.13 -0.96
H -5.84 -0.80 -1.25
H -1.89 -0.14 0.41
H -2.21 -1.58 -0.54
H -2.92 -1.45 1.03
H -4.21 0.48 -2.61
H -3.06 -0.83 -2.43
H -2.58 0.80 -1.99
H -4.88 3.11 2.01
H -6.03 2.20 2.99
H -6.45 2.63 1.34

Calculated values
- Total charge: 0
- Largest force on an atom: 4.880 eV Å⁻¹
- Molecular weight: 742.550 g/mol
- DFT total energy: -2417.9388 hartree
- Multiplicity: 3

# C4H9NO

The molecule C4H9NO (ωB97M-V/def2-TZVPD, OMol25).

CARTESIAN COORDINATES (ANGSTROEM)
C -1.93 0.41 0.40
C -0.93 0.00 -0.64
N 0.16 0.92 -0.96
C 0.49 -0.41 -0.43
C 1.29 -0.46 0.85
O 2.66 -0.61 0.52
H -2.48 -0.45 0.79
H -1.46 0.94 1.24
H -2.67 1.09 -0.05
H -1.39 -0.50 -1.50
H 0.32 0.98 -1.96
H 0.89 -1.14 -1.13
H 1.04 -1.35 1.44
H 1.12 0.43 1.46
H 2.90 0.15 -0.03

Calculated values
- Total charge: 0
- Relative energy (zero: lowest compared OMol25 entry of this formula, charge and spin): 196.4 kJ/mol
- Largest force on an atom: 0.374 eV Å⁻¹
- Molecular weight: 87.122 g/mol
- DFT total energy: -287.7576 hartree
- SMILES string: C[C@H]1N[C@H]1CO

# CH3IOS

The molecule CH3IOS in a non-equilibrium geometry (ωB97M-V/def2-TZVPD, OMol25).

CARTESIAN COORDINATES (ANGSTROEM)
C -0.45 -0.10 0.76
O -0.69 0.77 -0.34
S 1.16 -1.13 1.21
I 0.50 -3.35 1.00
H -0.05 1.40 -0.20
H -0.52 0.22 1.77
H -1.10 -0.94 0.78

Calculated values
- Total charge: 0
- Relative energy (zero: lowest compared OMol25 entry of this formula, charge and spin): 24.7 kJ/mol
- Largest force on an atom: 3.927 eV Å⁻¹
- Molecular weight: 190.005 g/mol
- DFT total energy: -810.9776 hartree
- SMILES string: OCSI

Question: total charge of number 11 (C4H9NO)?
Answer: 0